Entry from the OMol25 dataset: a 18-piece molecular cluster, C31H70N24O37PS overall in a non-equilibrium geometry (ωB97M-V/def2-TZVPD).

Computed properties:
gap between HOMO and LUMO	7.115	eV
charge	+1

Last column: Mulliken charge in e.
CARTESIAN COORDINATES (ANGSTROEM)
1 C 1.38 0.92 3.18  -1.1302
2 C 2.19 0.05 2.08  0.5236
3 C 3.14 0.83 1.10  -0.6679
4 C 3.97 0.11 -0.02  -0.1696
5 C 3.78 -1.43 -0.12  -0.5698
6 C 2.83 -2.21 0.84  -0.4244
7 C 2.00 -1.49 1.96  0.5672
8 C 1.04 -2.26 2.96  -0.4498
9 C -0.37 -2.67 2.35  0.3689
10 N -0.74 -4.07 2.27  -0.5480
11 C -2.04 -3.98 1.63  0.0921
12 N -2.71 -5.11 1.35  -0.0707
13 P -4.25 -5.32 0.55  0.8684
14 N -4.46 -6.89 0.25  -0.8488
15 O -5.58 -4.88 1.57  -0.5360
16 O -4.35 -4.55 -0.97  -0.5444
17 N -2.50 -2.65 1.36  0.3910
18 C -3.72 -2.04 0.79  -0.2434
19 C -3.97 -0.50 1.25  -1.0175
20 S -5.39 0.15 0.23  -0.0612
21 C -6.91 0.35 1.24  0.3089
22 N -7.67 1.58 1.24  -0.2831
23 N -8.73 1.42 2.08  -0.0320
24 C -8.67 0.07 2.57  -0.0277
25 O -7.52 -0.64 2.07  -0.2123
26 N -1.44 -1.89 1.80  -0.0841
27 H 1.95 1.92 3.26  0.3896
28 H 0.31 1.06 2.76  0.1594
29 H 1.32 0.38 4.19  0.3002
30 H 3.21 1.96 1.28  0.2447
31 H 4.69 0.67 -0.71  0.1113
32 H 4.36 -2.03 -0.90  0.3513
33 H 2.77 -3.35 0.68  0.4390
34 H 0.83 -1.63 3.90  0.2465
35 H 1.57 -3.25 3.24  0.2649
36 H -2.24 -6.00 1.63  0.3593
37 H -5.30 -7.23 0.74  0.2468
38 H -5.25 -4.56 2.44  0.3449
39 H -4.72 -5.20 -1.62  0.3795
40 H -4.70 -2.58 0.99  0.3126
41 H -3.56 -1.98 -0.36  0.2526
42 H -4.14 -0.43 2.38  0.4272
43 H -3.05 0.14 0.99  0.3928
44 H -9.46 -0.31 3.29  0.3461
45 H -1.32 -0.87 1.77  0.2920
46 C -6.68 1.41 -3.07  -0.6183
47 N -5.66 2.35 -3.60  0.9590
48 O -4.49 2.00 -3.52  -0.5638
49 O -6.06 3.39 -4.08  -0.5058
50 H -6.18 0.53 -2.67  0.2091
51 H -7.22 1.94 -2.28  0.1931
52 H -7.34 1.15 -3.89  0.3198
53 C 4.72 -6.69 0.55  -0.8113
54 N 4.51 -5.75 -0.59  0.8769
55 O 4.98 -6.06 -1.67  -0.5159
56 O 3.89 -4.72 -0.35  -0.5248
57 H 5.29 -7.54 0.19  0.2239
58 H 5.27 -6.15 1.32  0.3773
59 H 3.73 -6.99 0.90  0.3081
60 C 6.84 2.67 -3.00  -0.9445
61 N 6.31 2.55 -1.62  0.9987
62 O 7.09 2.19 -0.75  -0.5681
63 O 5.13 2.83 -1.44  -0.5615
64 H 7.89 2.40 -3.00  0.3722
65 H 6.26 2.00 -3.63  0.3756
66 H 6.71 3.71 -3.31  0.3220
67 C -6.04 4.58 2.19  -0.6881
68 N -4.95 5.15 3.02  0.9378
69 O -3.86 5.31 2.49  -0.5516
70 O -5.22 5.42 4.18  -0.5356
71 H -5.65 4.39 1.19  0.2828
72 H -6.36 3.65 2.66  0.2233
73 H -6.85 5.31 2.16  0.3048
74 C 8.49 5.13 0.28  -0.4780
75 N 8.93 5.81 -0.96  0.9042
76 O 8.64 5.29 -2.03  -0.4961
77 O 9.55 6.85 -0.83  -0.5491
78 H 7.96 4.22 0.01  0.0586
79 H 9.38 4.89 0.86  0.2810
80 H 7.84 5.81 0.82  0.2926
81 C -11.36 3.74 0.24  -0.6937
82 N -10.35 4.46 -0.59  0.9611
83 O -10.14 5.63 -0.32  -0.5360
84 O -9.81 3.82 -1.48  -0.5100
85 H -11.75 4.42 0.99  0.2975
86 H -12.15 3.40 -0.43  0.2958
87 H -10.85 2.90 0.71  0.1915
88 C -1.79 -5.71 5.08  -0.6434
89 N -1.10 -6.56 6.09  0.8977
90 O -1.37 -6.35 7.26  -0.5193
91 O -0.33 -7.40 5.67  -0.5188
92 H -2.45 -5.01 5.60  0.3120
93 H -1.02 -5.17 4.52  0.2165
94 H -2.36 -6.37 4.43  0.2641
95 C -11.66 1.55 5.27  -0.7870
96 N -11.21 2.26 4.04  0.8527
97 O -11.49 1.75 2.96  -0.4695
98 O -10.59 3.30 4.19  -0.4998
99 H -12.19 0.65 4.98  0.3143
100 H -10.76 1.31 5.85  0.2996
101 H -12.31 2.23 5.82  0.3120
102 C -1.33 7.09 3.46  -0.7231
103 N -0.30 8.02 2.92  0.9170
104 O 0.87 7.68 3.00  -0.5329
105 O -0.71 9.07 2.44  -0.5204
106 H -0.83 6.20 3.85  0.3030
107 H -1.87 7.61 4.25  0.2888
108 H -1.99 6.82 2.63  0.2884
109 C 2.49 -5.16 -3.89  -0.1788
110 N 2.28 -4.22 -5.02  0.9219
111 O 2.74 -4.53 -6.10  -0.5386
112 O 1.65 -3.20 -4.77  -0.5630
113 H 3.05 -6.02 -4.24  -0.0706
114 H 3.04 -4.63 -3.11  0.1299
115 H 1.50 -5.47 -3.53  0.2988
116 C 3.46 -9.12 -6.22  -0.7394
117 N 3.11 -8.65 -4.85  0.8225
118 O 4.03 -8.30 -4.13  -0.4895
119 O 1.93 -8.66 -4.56  -0.4974
120 H 4.54 -9.06 -6.34  0.3056
121 H 3.12 -10.15 -6.31  0.2890
122 H 2.96 -8.47 -6.93  0.3023
123 C 9.44 2.77 -7.20  -0.6260
124 N 8.92 2.64 -5.81  0.8998
125 O 9.69 2.27 -4.95  -0.5392
126 O 7.74 2.92 -5.64  -0.4940
127 H 10.50 2.49 -7.20  0.3054
128 H 8.87 2.09 -7.83  0.2724
129 H 9.32 3.80 -7.50  0.1879
130 C -8.14 6.00 -2.62  -0.7326
131 N -7.10 6.93 -3.15  0.9389
132 O -5.94 6.57 -3.06  -0.5279
133 O -7.49 7.97 -3.64  -0.5543
134 H -7.65 5.12 -2.22  0.2035
135 H -8.68 6.53 -1.84  0.3664
136 H -8.80 5.74 -3.45  0.2980
137 C 1.66 10.68 2.11  -0.7383
138 N 2.68 11.61 1.57  0.8643
139 O 3.85 11.27 1.65  -0.5238
140 O 2.28 12.66 1.09  -0.5256
141 H 2.16 9.79 2.50  0.3429
142 H 1.12 11.20 2.90  0.2860
143 H 1.00 10.41 1.29  0.2873
144 C 6.21 -11.03 -0.84  -0.6730
145 N 5.85 -10.56 0.52  0.8436
146 O 6.76 -10.21 1.25  -0.4899
147 O 4.66 -10.57 0.81  -0.5021
148 H 7.29 -10.98 -0.96  0.3010
149 H 5.86 -12.06 -0.94  0.2893
150 H 5.71 -10.38 -1.56  0.2398
151 C 9.04 7.42 -5.44  -0.6561
152 N 8.69 6.56 -6.60  0.9006
153 O 9.61 6.06 -7.23  -0.5629
154 O 7.50 6.42 -6.83  -0.4996
155 H 10.13 7.46 -5.35  0.2928
156 H 8.64 8.42 -5.63  0.2903
157 H 8.60 6.98 -4.55  0.2309
158 C 3.84 -7.36 4.78  -0.8099
159 N 4.83 -6.65 3.94  0.9437
160 O 5.05 -5.47 4.20  -0.5306
161 O 5.36 -7.28 3.04  -0.5347
162 H 3.45 -6.68 5.53  0.3130
163 H 3.04 -7.70 4.12  0.2905
164 H 4.35 -8.20 5.25  0.3137